[1]
This record from the OMol25 dataset describes C27H48BaOP2 as an isolated structure at a distorted geometry. The level of theory is ωB97M-V/def2-TZVPD.

The geometry in XYZ format:
```
79
Properties=species:S:1:pos:R:3
P 0.377 -2.478 -4.400
P 0.440 1.616 -4.013
C 0.119 -0.964 -5.348
C 1.062 0.242 -5.061
H -0.944 -0.674 -5.318
H 0.300 -1.277 -6.390
H 2.054 -0.078 -4.697
H 1.255 0.731 -6.034
C -0.840 2.349 -5.049
H -1.385 3.120 -4.493
H -1.552 1.582 -5.375
H -0.370 2.795 -5.930
C 1.763 2.805 -3.798
H 1.728 3.535 -4.621
H 2.744 2.309 -3.803
H 1.639 3.346 -2.849
C -0.883 -3.732 -4.655
H -0.927 -4.401 -3.782
H -0.627 -4.323 -5.543
H -1.871 -3.275 -4.796
C 1.971 -3.173 -4.906
H 2.737 -2.390 -4.992
H 1.837 -3.666 -5.878
H 2.311 -3.918 -4.174
Ba 1.414 0.585 1.451
C -0.358 1.127 -2.461
C -1.765 0.771 -2.495
C -2.273 -0.552 -2.772
C -1.930 -1.631 -1.668
C -0.788 -2.477 -1.905
C 0.454 -2.201 -2.642
C 1.296 -0.942 -2.136
C 0.512 0.215 -1.516
C 0.682 -2.009 1.591
H -0.365 2.119 -1.964
H -2.470 1.605 -2.519
H -1.971 -0.939 -3.766
H -3.377 -0.467 -2.809
H -1.917 -1.125 -0.685
H -2.809 -2.301 -1.618
H -0.877 -3.497 -1.531
H 1.106 -3.072 -2.395
H 1.985 -0.590 -2.918
H 1.969 -1.344 -1.346
H -0.117 -0.188 -0.708
H 1.240 0.917 -1.056
H 1.516 -2.591 2.031
H 0.300 -2.532 0.700
H -0.122 -1.975 2.350
C 1.290 3.342 2.818
C -0.034 3.487 3.610
C -1.248 3.314 2.676
C -0.161 2.572 4.835
C -0.421 3.047 6.109
C -0.596 2.172 7.185
C -0.551 0.787 6.986
C -0.314 0.252 5.728
C -0.216 -1.248 5.475
C 1.169 -1.783 5.832
C -1.266 -2.035 6.254
C -0.055 1.161 4.660
O 0.330 0.685 3.508
H 1.089 3.234 1.724
H 1.938 2.528 3.216
H 1.884 4.269 2.905
H -0.065 4.512 4.017
H -1.333 2.269 2.326
H -2.178 3.557 3.207
H -1.170 3.972 1.801
H -0.494 4.130 6.265
H -0.776 2.572 8.187
H -0.693 0.115 7.834
H -0.379 -1.408 4.402
H 1.391 -1.570 6.884
H 1.209 -2.870 5.693
H 1.950 -1.323 5.215
H -2.271 -1.640 6.077
H -1.248 -3.086 5.939
H -1.058 -1.999 7.329
```

As for the total charge: 0. For the HOMO energy (spin up / spin down), the calculation gives -4.284 / -4.283 eV. The total energy is -50088.38859 eV. The calculation puts the energy above the lowest of the compared OMol25 structures with the same formula, charge and spin at 3.770 eV. As for the HOMO-LUMO gap (spin up / spin down): 0.13305 / 0.13303 Eh.

The Mulliken scheme yields these atomic charges, measured in e: atom 1 (P): 1.124, atom 2 (P): 1.412, atom 3 (C): -1.040, atom 4 (C): -1.378, atom 5 (H): 0.609, atom 6 (H): 0.540, atom 7 (H): 0.627, atom 8 (H): 0.663, atom 9 (C): -1.571, atom 10 (H): 0.450, atom 11 (H): 0.402, atom 12 (H): 0.473, atom 13 (C): -1.530, atom 14 (H): 0.446, atom 15 (H): 0.406, atom 16 (H): 0.382, atom 17 (C): -1.455, atom 18 (H): 0.418, atom 19 (H): 0.492, atom 20 (H): 0.341, atom 21 (C): -1.415, atom 22 (H): 0.335, atom 23 (H): 0.450, atom 24 (H): 0.436, atom 25 (Ba): 1.578, atom 26 (C): 0.325, atom 27 (C): -1.650, atom 28 (C): -0.526, atom 29 (C): -0.808, atom 30 (C): -1.449, atom 31 (C): 0.393, atom 32 (C): -1.068, atom 33 (C): -1.540, atom 34 (C): -1.484, atom 35 (H): 0.500, atom 36 (H): 0.327, atom 37 (H): -0.266, atom 38 (H): 0.464, atom 39 (H): -0.179, atom 40 (H): 0.564, atom 41 (H): 0.646, atom 42 (H): 0.452, atom 43 (H): 0.546, atom 44 (H): 0.255, atom 45 (H): 0.678, atom 46 (H): 0.645, atom 47 (H): 0.421, atom 48 (H): 0.194, atom 49 (H): 0.279, atom 50 (C): -1.125, atom 51 (C): 0.855, atom 52 (C): -1.421, atom 53 (C): 0.313, atom 54 (C): -0.769, atom 55 (C): -1.169, atom 56 (C): -0.261, atom 57 (C): 0.358, atom 58 (C): 1.343, atom 59 (C): -1.301, atom 60 (C): -1.700, atom 61 (C): 0.432, atom 62 (O): -0.966, atom 63 (H): 0.048, atom 64 (H): 0.122, atom 65 (H): 0.286, atom 66 (H): 0.549, atom 67 (H): 0.229, atom 68 (H): 0.337, atom 69 (H): 0.366, atom 70 (H): 0.337, atom 71 (H): 0.330, atom 72 (H): 0.235, atom 73 (H): -0.470, atom 74 (H): 0.352, atom 75 (H): 0.375, atom 76 (H): 0.245, atom 77 (H): 0.374, atom 78 (H): 0.454, atom 79 (H): 0.327

[2]
This record from the OMol25 dataset describes C31H41Br2N5O3PSn as an isolated structure. The level of theory is ωB97M-V/def2-TZVPD.

The geometry in XYZ format:
```
84
Properties=species:S:1:pos:R:3
Sn -0.089 -0.094 -0.151
C 0.264 0.344 -3.715
C -0.342 1.656 -3.161
N -1.434 1.447 -2.216
C -2.660 0.855 -2.750
C -3.249 -0.154 -1.752
N -2.243 -1.074 -1.196
C -1.860 -2.181 -2.076
C -0.900 -1.790 -3.208
N 0.150 -0.828 -2.821
H -0.186 0.110 -4.683
H 1.321 0.541 -3.895
H 0.435 2.190 -2.611
H -0.631 2.285 -4.012
H -1.659 2.333 -1.777
H -3.419 1.614 -2.959
H -2.434 0.360 -3.692
H -4.054 -0.711 -2.245
H -3.676 0.398 -0.913
H -2.636 -1.489 -0.356
H -1.378 -2.925 -1.445
H -2.738 -2.644 -2.544
H -0.448 -2.713 -3.581
H -1.474 -1.367 -4.031
H 1.034 -1.321 -2.825
Br -2.898 2.190 1.434
C -2.610 2.245 3.344
Br -0.974 3.116 3.840
H -2.588 1.226 3.706
H -3.428 2.813 3.766
C 1.137 3.669 -0.761
C 2.616 3.294 -0.865
C 3.423 4.598 -0.897
C 3.022 2.370 0.303
C 4.500 2.498 0.708
O 4.933 1.145 0.864
C 3.965 0.352 0.359
N 2.879 0.922 0.003
C 4.403 -1.062 0.300
C 5.795 -1.236 0.238
C 6.375 -2.485 0.281
C 5.575 -3.604 0.439
C 4.205 -3.454 0.492
C 3.590 -2.203 0.390
P 1.742 -2.276 0.367
C 1.535 -3.490 -0.994
C 2.366 -3.404 -2.116
C 2.194 -4.262 -3.192
C 1.187 -5.218 -3.165
C 0.338 -5.291 -2.072
C 0.497 -4.421 -1.001
C 1.544 -3.175 1.942
C 1.367 -4.547 2.084
C 1.254 -5.101 3.351
C 1.335 -4.298 4.478
C 1.540 -2.932 4.340
C 1.638 -2.372 3.079
H 0.783 4.150 -1.677
H 1.002 4.373 0.059
H 0.514 2.802 -0.552
H 2.802 2.747 -1.794
H 3.443 5.059 0.093
H 2.939 5.299 -1.577
H 4.446 4.462 -1.243
H 2.371 2.585 1.158
H 4.654 3.038 1.640
H 5.115 2.948 -0.071
H 6.425 -0.365 0.143
H 7.450 -2.584 0.211
H 6.015 -4.590 0.518
H 3.583 -4.330 0.620
H 3.165 -2.672 -2.143
H 2.857 -4.190 -4.044
H 1.069 -5.902 -3.994
H -0.452 -6.031 -2.054
H -0.190 -4.468 -0.165
H 1.325 -5.193 1.219
H 1.104 -6.168 3.457
H 1.247 -4.735 5.463
H 1.620 -2.304 5.217
H 1.777 -1.302 2.967
O -0.519 -0.053 2.343
N -1.137 -1.128 2.432
O -1.200 -1.769 1.359
```

As for the total charge: +1. For the HOMO energy, the calculation gives -10.440 eV. The total energy is -201603.73665 eV. As for the HOMO-LUMO gap: 0.30835 Eh.

The Mulliken scheme yields these atomic charges, measured in e: atom 1 (Sn): 1.358, atom 2 (C): -1.109, atom 3 (C): 0.274, atom 4 (N): 0.002, atom 5 (C): -0.861, atom 6 (C): -0.853, atom 7 (N): 0.109, atom 8 (C): -0.632, atom 9 (C): -0.615, atom 10 (N): -0.222, atom 11 (H): 0.369, atom 12 (H): 0.472, atom 13 (H): -0.712, atom 14 (H): 0.504, atom 15 (H): 0.276, atom 16 (H): 0.502, atom 17 (H): 0.258, atom 18 (H): 0.337, atom 19 (H): 0.330, atom 20 (H): 0.299, atom 21 (H): -0.030, atom 22 (H): 0.385, atom 23 (H): 0.409, atom 24 (H): 0.536, atom 25 (H): 0.062, atom 26 (Br): -0.038, atom 27 (C): -0.506, atom 28 (Br): -0.105, atom 29 (H): 0.267, atom 30 (H): 0.411, atom 31 (C): -1.639, atom 32 (C): 1.035, atom 33 (C): -1.728, atom 34 (C): -0.229, atom 35 (C): -0.524, atom 36 (O): -0.424, atom 37 (C): 0.088, atom 38 (N): -0.114, atom 39 (C): 0.829, atom 40 (C): -1.138, atom 41 (C): -0.813, atom 42 (C): -0.853, atom 43 (C): -0.534, atom 44 (C): 0.501, atom 45 (P): 1.260, atom 46 (C): 1.263, atom 47 (C): -1.192, atom 48 (C): -0.570, atom 49 (C): -0.885, atom 50 (C): -0.733, atom 51 (C): -0.930, atom 52 (C): 1.297, atom 53 (C): -0.135, atom 54 (C): -0.916, atom 55 (C): -0.641, atom 56 (C): -0.709, atom 57 (C): -1.124, atom 58 (H): 0.466, atom 59 (H): 0.564, atom 60 (H): 0.090, atom 61 (H): 0.003, atom 62 (H): 0.341, atom 63 (H): 0.475, atom 64 (H): 0.426, atom 65 (H): 0.397, atom 66 (H): 0.270, atom 67 (H): 0.314, atom 68 (H): 0.529, atom 69 (H): 0.406, atom 70 (H): 0.471, atom 71 (H): 0.346, atom 72 (H): 0.492, atom 73 (H): 0.471, atom 74 (H): 0.425, atom 75 (H): 0.459, atom 76 (H): 0.539, atom 77 (H): 0.480, atom 78 (H): 0.451, atom 79 (H): 0.396, atom 80 (H): 0.444, atom 81 (H): 0.402, atom 82 (O): -0.390, atom 83 (N): 0.269, atom 84 (O): -0.454

[3]
This record from the OMol25 dataset describes C6H14 as an isolated structure at a distorted geometry. The level of theory is ωB97M-V/def2-TZVPD.

The geometry in XYZ format:
```
20
Properties=species:S:1:pos:R:3
C 0.369 0.220 2.200
C -0.720 0.907 1.347
C -0.521 0.523 -0.146
C -1.383 0.633 -1.241
C 0.882 0.251 -0.522
C 1.204 -1.127 -1.146
H 0.111 -0.794 2.444
H 1.107 0.110 1.153
H 1.008 0.782 2.864
H -0.574 1.995 1.463
H -1.762 0.665 1.598
H -1.573 -0.186 -0.152
H -1.379 0.078 -2.167
H -2.093 1.465 -1.276
H 0.673 -4.146 -2.279
H 1.000 -4.638 -1.821
H 1.004 1.154 -1.192
H 0.962 -1.113 -2.212
H 2.198 -1.549 -1.025
H 0.442 -1.728 -0.659
```

As for the total charge: 0. For the HOMO energy, the calculation gives -6.401 eV. The total energy is -6440.98050 eV. The calculation puts the energy above the lowest of the compared OMol25 structures with the same formula, charge and spin at 8.428 eV. As for the HOMO-LUMO gap: 0.23557 Eh.

The Mulliken scheme yields these atomic charges, measured in e: atom 1 (C): -0.945, atom 2 (C): -0.373, atom 3 (C): 0.100, atom 4 (C): -0.867, atom 5 (C): -0.294, atom 6 (C): -1.099, atom 7 (H): 0.291, atom 8 (H): 0.324, atom 9 (H): 0.360, atom 10 (H): 0.197, atom 11 (H): 0.443, atom 12 (H): 0.092, atom 13 (H): 0.254, atom 14 (H): 0.292, atom 15 (H): -0.083, atom 16 (H): 0.080, atom 17 (H): 0.264, atom 18 (H): 0.297, atom 19 (H): 0.358, atom 20 (H): 0.310

- Which formula does entry 1 have?
  C27H48BaOP2

- Among the records above, which one has the highest total charge?
  C31H41Br2N5O3PSn

- Which value of total charge does entry 1 give?
  0